1.
Computed, not measured: a cluster of 2 separate species, C5H10O2 in total, with ωB97M-V with the def2-TZVPD basis set.

Output
Frontier orbital gap ... 8.896 eV
ΔE to the lowest compared entry with this formula, charge and spin ... 71.3 kcal per mole
Structure (SMILES) ... C/C=C/O.C=CO
Maximum force ... 0.012 hartree/bohr
Net charge ... 0

The geometry in XYZ format:
```
17
Properties=species:S:1:pos:R:3:forces:R:3:nbo_charge:R:1
C -2.488 -1.094 0.944 -0.016 0.137 0.051 -0.63
C -1.537 -0.488 -0.033 -0.099 -0.215 -0.165 -0.30
C -0.280 -0.880 -0.223 -0.277 -0.150 0.001 0.14
O 0.216 -0.860 -1.496 0.194 0.167 0.055 -0.69
C 2.204 0.768 0.672 0.350 0.391 -0.112 -0.54
C 1.609 1.581 -0.190 0.261 0.068 0.348 0.15
O 1.781 1.422 -1.529 0.041 0.268 -0.133 -0.69
H -3.272 -0.397 1.259 0.263 -0.067 0.272 0.21
H -1.956 -1.541 1.786 -0.232 0.073 0.143 0.21
H -3.009 -1.900 0.404 0.080 0.063 0.275 0.21
H -1.996 0.099 -0.812 -0.088 -0.141 -0.521 0.19
H 0.363 -1.249 0.583 -0.266 -0.359 -0.418 0.17
H 1.177 -0.843 -1.532 0.027 0.205 0.245 0.48
H 2.130 0.955 1.732 -0.102 -0.102 -0.025 0.22
H 2.882 -0.004 0.315 -0.157 0.006 0.094 0.20
H 0.994 2.426 0.122 0.024 -0.258 -0.063 0.18
H 1.181 2.004 -2.003 -0.003 -0.086 -0.049 0.49
```
Forces are in eV/Å.


2.
Computed, not measured: a cluster of 2 separate species, C5H10O2 in total at a distorted geometry, with ωB97M-V with the def2-TZVPD basis set.

Output
Frontier orbital gap ... 7.743 eV
ΔE to the lowest compared entry with this formula, charge and spin ... 116.9 kcal per mole
Structure (SMILES) ... C=C/C(O)=C/C.O
Maximum force ... 0.090 hartree/bohr
Net charge ... 0

The geometry in XYZ format:
```
17
Properties=species:S:1:pos:R:3:forces:R:3:nbo_charge:R:1
C -0.223 -1.187 -1.799 0.198 -2.684 -1.467 -0.68
C -0.035 -0.360 -0.621 -1.901 1.053 2.760 -0.31
C -1.013 0.228 0.169 1.202 -2.818 -3.194 0.27
O -2.348 -0.236 -0.042 0.987 4.146 1.836 -0.70
C -0.779 1.531 0.825 1.737 0.909 1.161 -0.25
C 0.241 2.397 0.322 -1.210 -4.371 0.982 -0.32
H -1.117 -0.847 -2.322 0.409 0.467 -0.755 0.23
H 0.705 -1.410 -2.426 -1.177 1.349 0.510 0.24
H -0.505 -2.266 -1.720 -0.012 0.337 1.044 0.21
H 0.909 -0.011 -0.321 1.393 0.221 -0.262 0.19
H -2.368 -1.115 -0.311 0.455 -2.367 -0.690 0.48
H -1.199 1.598 1.902 -0.449 1.075 -2.375 0.24
H 1.210 1.912 -0.034 -1.890 0.855 -0.771 0.20
H 0.110 3.424 0.210 0.329 1.807 1.239 0.20
H 2.844 -1.492 2.332 -1.526 1.072 0.131 0.47
H 1.564 -1.229 1.498 0.340 0.455 1.079 0.47
O 2.004 -0.941 2.339 1.116 -1.506 -1.228 -0.94
```
Forces are in eV/Å.


3.
Computed, not measured: an isolated molecule of C5H10O2 at a distorted geometry, with ωB97M-V with the def2-TZVPD basis set.

Output
Frontier orbital gap ... 10.837 eV
ΔE to the lowest compared entry with this formula, charge and spin ... 62.4 kcal per mole
Structure (SMILES) ... C[C@@H]1OC[C@H](C)O1
Maximum force ... 0.038 hartree/bohr
Net charge ... 0

The geometry in XYZ format:
```
17
Properties=species:S:1:pos:R:3:forces:R:3:nbo_charge:R:1
C -0.819 -1.585 0.939 0.027 -0.054 0.018 -0.63
C -0.919 -0.074 0.844 0.082 -0.103 0.065 0.06
C 0.415 0.658 1.036 0.150 -0.208 0.202 -0.14
O 0.250 1.809 0.220 0.378 -0.052 -0.146 -0.51
C -0.126 1.116 -0.923 1.096 -0.711 -0.746 0.38
C 1.187 0.182 -1.534 -0.775 0.610 -0.538 -0.72
O -1.216 0.316 -0.514 0.235 -0.213 -0.180 -0.53
H -1.782 -2.049 0.704 0.140 0.069 0.031 0.22
H -0.524 -1.895 1.947 -0.042 0.049 -0.106 0.21
H -0.075 -1.955 0.225 -0.107 0.026 0.121 0.21
H -1.715 0.298 1.508 0.210 0.042 -0.248 0.18
H 1.138 0.092 0.418 0.037 -0.168 1.929 0.20
H 0.731 0.917 2.045 -0.113 -0.060 -0.103 0.21
H -0.489 1.827 -1.681 0.417 -0.492 0.039 0.19
H 1.877 -0.561 -1.036 -1.246 0.866 0.425 0.22
H 0.740 -0.438 -2.304 -0.101 0.226 -0.482 0.22
H 1.913 0.876 -1.966 -0.386 0.173 -0.281 0.22
```
Forces are in eV/Å.


4.
Computed, not measured: an isolated molecule of C5H10O2, with ωB97M-V with the def2-TZVPD basis set.

Output
Frontier orbital gap ... 10.279 eV
ΔE to the lowest compared entry with this formula, charge and spin ... 51.1 kcal per mole
Structure (SMILES) ... COC(C)(C)C=O
Maximum force ... 0.015 hartree/bohr
Net charge ... 0

The geometry in XYZ format:
```
17
Properties=species:S:1:pos:R:3:forces:R:3:nbo_charge:R:1
C -1.033 0.409 -1.720 0.012 -0.128 -0.153 -0.28
O -1.049 -0.487 -0.593 0.246 -0.677 0.069 -0.53
C 0.021 -0.296 0.411 -0.041 -0.011 -0.119 0.15
C 1.369 -0.110 -0.252 -0.009 0.134 -0.093 -0.64
C 0.141 -1.376 1.523 -0.209 0.039 -0.205 -0.63
C -0.705 0.906 0.949 0.260 0.637 0.384 0.43
O -0.513 2.054 0.625 0.057 -0.270 0.355 -0.55
H -0.717 1.438 -1.498 0.018 -0.380 0.235 0.20
H -2.054 0.485 -2.104 0.085 -0.291 0.200 0.20
H -0.395 0.001 -2.505 0.036 0.013 -0.005 0.18
H 1.375 0.779 -0.881 0.138 -0.041 0.038 0.23
H 1.579 -0.998 -0.863 -0.059 0.208 0.091 0.22
H 2.169 -0.024 0.489 -0.172 0.063 -0.027 0.22
H 0.936 -2.113 1.357 -0.243 0.187 -0.388 0.22
H 0.444 -0.847 2.438 -0.111 0.002 -0.169 0.22
H -0.770 -1.928 1.769 -0.075 0.259 -0.281 0.23
H -1.579 0.591 1.556 0.067 0.256 0.067 0.12
```
Forces are in eV/Å.


5.
Computed, not measured: a cluster of 2 separate species, C5H10O2 in total, with ωB97M-V with the def2-TZVPD basis set.

Output
Frontier orbital gap ... 9.346 eV
ΔE to the lowest compared entry with this formula, charge and spin ... 43.6 kcal per mole
Structure (SMILES) ... C/C=C\O.CC=O
Maximum force ... 0.011 hartree/bohr
Net charge ... 0

The geometry in XYZ format:
```
17
Properties=species:S:1:pos:R:3:forces:R:3:nbo_charge:R:1
C -1.716 -0.861 -0.223 0.029 -0.098 -0.002 -0.65
C -1.688 0.553 -0.732 0.100 0.070 -0.066 -0.33
O 1.491 -1.414 -0.112 0.170 0.241 0.467 -0.55
C 1.796 -0.906 0.948 -0.096 -0.147 -0.262 0.46
C 1.535 0.525 1.312 0.004 0.035 -0.090 -0.74
C -0.710 1.128 -1.437 -0.229 0.162 0.068 0.15
O 0.487 0.608 -1.805 -0.062 -0.202 0.050 -0.71
H -1.537 -0.917 0.861 -0.026 0.024 -0.162 0.20
H -0.969 -1.495 -0.709 -0.117 0.097 0.074 0.22
H -2.698 -1.313 -0.404 0.139 0.076 0.029 0.22
H -2.557 1.173 -0.529 0.132 -0.060 -0.067 0.21
H 2.287 -1.530 1.720 -0.054 0.038 -0.067 0.12
H 2.371 0.937 1.886 -0.099 -0.093 -0.071 0.23
H 0.645 0.562 1.954 0.119 -0.032 -0.071 0.25
H 1.348 1.118 0.414 0.018 -0.059 0.168 0.25
H -0.808 2.149 -1.799 -0.042 -0.138 0.066 0.18
H 0.665 -0.232 -1.340 0.013 0.087 -0.067 0.50
```
Forces are in eV/Å.


6.
Computed, not measured: a structure of composition C5H10O2, with ωB97M-V with the def2-TZVPD basis set.

Output
Frontier orbital gap ... 10.489 eV
ΔE to the lowest compared entry with this formula, charge and spin ... 61.6 kcal per mole
Maximum force ... 0.007 hartree/bohr
Net charge ... 0

The geometry in XYZ format:
```
17
Properties=species:S:1:pos:R:3:forces:R:3:nbo_charge:R:1
C -2.216 -0.204 -0.109 -0.253 0.119 0.009 -0.24
O -0.993 -0.887 -0.186 0.059 -0.099 0.121 -0.53
C 0.065 -0.265 -0.854 0.130 -0.013 -0.121 0.06
C 0.350 1.242 -0.740 -0.281 0.202 -0.051 -0.10
O 1.734 0.964 -0.484 0.149 0.164 -0.022 -0.53
C 1.412 -0.399 -0.128 0.101 -0.284 0.112 0.09
C 1.273 -0.540 1.378 0.040 -0.003 0.055 -0.64
H -2.113 0.768 0.393 -0.035 -0.115 -0.083 0.16
H -2.676 -0.046 -1.095 0.064 -0.037 0.069 0.17
H -2.869 -0.838 0.495 -0.007 0.155 -0.136 0.20
H 0.124 -0.602 -1.899 -0.056 0.047 0.153 0.18
H -0.144 1.706 0.126 0.130 -0.014 -0.111 0.17
H 0.216 1.879 -1.619 -0.035 -0.144 0.085 0.19
H 2.138 -1.103 -0.552 -0.116 0.120 0.080 0.18
H 0.696 -1.427 1.653 0.136 0.044 -0.103 0.23
H 2.257 -0.585 1.852 -0.091 0.024 -0.070 0.22
H 0.743 0.336 1.769 0.066 -0.167 0.015 0.21
```
Forces are in eV/Å.


7.
Computed, not measured: an isolated molecule of C5H10O2, with ωB97M-V with the def2-TZVPD basis set.

Output
Frontier orbital gap ... 10.844 eV
ΔE to the lowest compared entry with this formula, charge and spin ... 41.5 kcal per mole
Structure (SMILES) ... C[C@@H](O)CCC=O
Maximum force ... 0.010 hartree/bohr
Net charge ... 0

The geometry in XYZ format:
```
17
Properties=species:S:1:pos:R:3:forces:R:3:nbo_charge:R:1
C 0.823 0.555 -1.258 0.021 0.118 -0.132 -0.65
C -0.607 0.787 -0.748 0.229 0.245 0.109 0.09
O -1.564 0.032 -1.483 -0.022 -0.170 -0.048 -0.71
C -0.792 0.597 0.778 -0.007 -0.014 -0.021 -0.43
C 0.230 -0.328 1.461 0.114 -0.032 0.058 -0.53
C 0.704 -1.491 0.623 0.192 -0.203 0.192 0.44
O 1.807 -1.977 0.682 -0.498 -0.017 0.179 -0.53
H 1.472 1.387 -0.972 -0.077 0.056 -0.088 0.22
H 1.327 -0.341 -0.902 -0.187 0.191 -0.163 0.21
H 0.801 0.460 -2.344 -0.034 0.271 -0.009 0.23
H -0.859 1.823 -0.995 -0.026 -0.120 0.049 0.18
H -1.620 -0.856 -1.117 0.030 -0.019 -0.061 0.46
H -0.755 1.571 1.280 0.072 -0.150 -0.106 0.23
H -1.817 0.240 0.939 0.173 0.005 -0.069 0.22
H -0.216 -0.787 2.353 0.039 0.139 -0.008 0.24
H 1.117 0.223 1.793 -0.105 -0.142 -0.049 0.23
H -0.051 -1.896 -0.091 0.085 -0.158 0.168 0.09
```
Forces are in eV/Å.